Here is 20 unconnected molecules or ions with the total composition C80H196N12O36 at a distorted geometry from OMol25. Energies are from the ωB97M-V functional and the def2-TZVPD basis.

```
324
Properties=species:S:1:pos:R:3
C 5.0765 -31.0170 -14.1294
C 4.7877 -31.2527 -12.6324
C 4.2629 -29.9884 -11.9369
O 5.1385 -28.9433 -12.2257
C 6.3737 -29.0272 -11.5993
N 3.8284 -32.3206 -12.5841
H 5.4039 -31.9473 -14.5935
H 5.8226 -30.2320 -14.2531
H 4.2327 -30.5947 -14.6752
H 5.6938 -31.6510 -12.1758
H 4.1506 -30.1121 -10.8598
H 3.2669 -29.7349 -12.3000
H 6.5756 -30.0281 -11.2178
H 6.4346 -28.4897 -10.6530
H 7.1995 -28.7595 -12.2584
H 3.5043 -32.7021 -11.7069
H 3.0574 -31.9837 -13.1428
C 6.8745 -34.3415 -17.5493
C 8.2005 -33.8106 -16.9876
C 9.2632 -33.6158 -18.1252
O 9.6989 -34.9556 -18.4769
C 10.7575 -34.9243 -19.4376
N 7.8720 -32.6397 -16.2781
H 6.6442 -33.7467 -18.4332
H 6.0235 -34.3225 -16.8685
H 7.0451 -35.3693 -17.8697
H 8.5445 -34.4666 -16.1879
H 10.1036 -33.0459 -17.7290
H 8.7777 -33.0938 -18.9498
H 11.0800 -35.9649 -19.4738
H 11.5991 -34.2777 -19.1893
H 10.4049 -34.5800 -20.4098
H 8.6000 -32.6192 -15.5783
H 6.9805 -32.7675 -15.8211
C 4.8596 -30.8620 -17.8293
C 6.0680 -30.5336 -18.7229
C 5.9367 -29.3302 -19.6071
O 5.1098 -29.6759 -20.7907
C 4.8545 -28.7022 -21.7691
N 7.0505 -30.1174 -17.6711
H 4.4073 -29.9664 -17.4032
H 5.1260 -31.6161 -17.0888
H 4.1227 -31.2975 -18.5041
H 6.3981 -31.4265 -19.2539
H 6.9222 -29.0194 -19.9540
H 5.4286 -28.6155 -18.9597
H 4.5310 -27.7308 -21.3952
H 4.1500 -29.1890 -22.4435
H 5.8443 -28.4828 -22.1695
H 7.2579 -30.9814 -17.1909
H 7.9595 -29.8018 -17.9783
C -3.8785 -27.2488 -16.9789
C -2.6787 -26.4328 -17.4929
C -1.8171 -27.0717 -18.6143
O -0.8082 -26.1603 -19.0331
C 0.0251 -26.7338 -20.0077
N -3.1420 -25.0859 -17.7963
H -3.3991 -28.1176 -16.5280
H -4.6508 -27.4973 -17.7070
H -4.4265 -26.7610 -16.1728
H -1.9800 -26.2945 -16.6679
H -2.3772 -27.3371 -19.5110
H -1.5312 -28.0281 -18.1764
H -0.4445 -26.8036 -20.9888
H 0.3151 -27.7176 -19.6389
H 0.8958 -26.0827 -20.0861
H -2.5405 -24.6109 -18.4540
H -3.0509 -24.4921 -16.9844
C 0.2585 -35.2312 -12.3693
C -1.0879 -35.1239 -13.1400
C -2.0535 -34.2289 -12.4007
O -2.2060 -34.4082 -11.0337
C -2.8592 -35.6973 -10.7214
N -0.7700 -34.6169 -14.4447
H 0.9388 -35.9047 -12.8905
H 0.0606 -35.6981 -11.4044
H 0.6316 -34.2127 -12.2607
H -1.4521 -36.1375 -13.3076
H -2.9851 -34.2793 -12.9642
H -1.6491 -33.2236 -12.5181
H -3.9428 -35.6733 -10.8368
H -2.7447 -35.8548 -9.6489
H -2.3118 -36.4862 -11.2372
H -0.2124 -33.7958 -14.2574
H -1.6378 -34.2355 -14.7932
C 0.9962 -24.6931 -16.4978
C 2.5385 -24.6685 -16.4124
C 3.2800 -24.3083 -17.7183
O 3.1246 -25.2076 -18.8569
C 3.4037 -24.5170 -20.0899
N 2.8096 -23.6908 -15.3993
H 0.5707 -25.2835 -17.3093
H 0.6185 -23.7506 -16.8942
H 0.4765 -24.9601 -15.5777
H 2.8164 -25.6026 -15.9242
H 4.3197 -24.5047 -17.4562
H 3.2599 -23.2433 -17.9493
H 2.7947 -23.6258 -20.2416
H 3.2806 -25.1530 -20.9666
H 4.4675 -24.2918 -20.0143
H 2.1965 -23.9385 -14.6359
H 3.7036 -23.8926 -14.9749
C 1.2661 -38.0845 -10.4237
C -0.0702 -38.0702 -9.7186
C -0.3226 -39.2645 -8.7896
O -0.3545 -40.5012 -9.5251
C -1.4271 -40.7379 -10.4434
N -0.0635 -36.8512 -8.8913
H 1.9958 -38.0357 -9.6155
H 1.3504 -37.2890 -11.1641
H 1.4308 -38.9831 -11.0181
H -0.8234 -37.8870 -10.4849
H -1.3165 -39.1768 -8.3508
H 0.3503 -39.2611 -7.9321
H -2.3942 -40.6556 -9.9472
H -1.2684 -41.7527 -10.8081
H -1.3705 -40.0871 -11.3159
H 0.5629 -36.9613 -8.1067
H -0.9825 -36.6748 -8.5112
C -5.2981 -30.3925 -9.5183
C -4.1125 -30.7085 -10.4955
C -3.6658 -29.5974 -11.4750
O -2.6783 -29.9896 -12.3637
C -3.1784 -30.4026 -13.6089
N -2.9733 -31.2205 -9.7344
H -5.4390 -31.1260 -8.7244
H -6.1729 -30.2234 -10.1462
H -4.9922 -29.4921 -8.9857
H -4.5256 -31.4227 -11.2079
H -3.3408 -28.7278 -10.9037
H -4.5126 -29.1005 -11.9484
H -3.6975 -31.3502 -13.4650
H -2.3587 -30.5716 -14.3071
H -3.9328 -29.7944 -14.1080
H -2.3577 -31.2810 -10.5329
H -3.1646 -32.1652 -9.4328
C 4.3123 -36.2997 -11.0245
C 4.8437 -37.4257 -11.9600
C 6.2550 -37.2310 -12.5127
O 6.4804 -35.9107 -13.0381
C 7.8021 -35.6910 -13.4384
N 4.7039 -38.6852 -11.2348
H 4.5605 -35.3367 -11.4707
H 4.7882 -36.3229 -10.0442
H 3.2423 -36.3611 -10.8257
H 4.1096 -37.5074 -12.7615
H 6.2518 -37.8524 -13.4083
H 7.0616 -37.5583 -11.8566
H 8.2572 -36.4772 -14.0408
H 8.3931 -35.6135 -12.5258
H 7.9599 -34.6926 -13.8462
H 3.8800 -38.8096 -10.6640
H 4.6284 -39.5405 -11.7667
C 0.9949 -27.1951 -12.8450
C 0.9009 -25.6434 -12.9009
C 0.2837 -25.1429 -11.5874
O 0.2617 -23.7634 -11.4427
C -0.2068 -23.2123 -10.1902
N 2.1995 -25.0769 -12.9078
H 0.0105 -27.6629 -12.8368
H 1.5610 -27.4533 -11.9501
H 1.3959 -27.6724 -13.7391
H 0.2549 -25.1326 -13.6150
H 0.9403 -25.4047 -10.7577
H -0.7146 -25.5112 -11.3507
H -0.2019 -22.1257 -10.2763
H 0.4487 -23.5687 -9.3956
H -1.2304 -23.3879 -9.8594
H 2.7720 -25.6918 -12.3472
H 2.1659 -24.1740 -12.4565
C 4.5191 -42.1921 -15.0844
C 4.4741 -40.8710 -14.2461
C 3.2915 -39.9089 -14.5636
O 3.4879 -39.4938 -15.9173
C 2.6152 -38.4275 -16.2844
N 4.4004 -41.2993 -12.8673
H 4.5577 -41.7962 -16.0992
H 3.6062 -42.7834 -15.0127
H 5.3362 -42.8712 -14.8413
H 5.3789 -40.3178 -14.4977
H 3.4136 -39.0244 -13.9384
H 2.3052 -40.3471 -14.4111
H 2.8605 -38.1551 -17.3109
H 2.8686 -37.5289 -15.7218
H 1.5847 -38.7825 -16.2802
H 3.4176 -41.5144 -12.7776
H 4.9452 -42.1247 -12.6623
C 0.2474 -32.5482 -8.2481
C 0.8573 -32.1543 -9.5712
C 1.5535 -30.7478 -9.4798
O 0.7538 -29.6891 -8.9594
C -0.1593 -29.1838 -9.9767
N 1.7118 -33.2257 -10.0104
H -0.1959 -33.5437 -8.2227
H -0.5378 -31.8600 -7.9352
H 1.0598 -32.4255 -7.5318
H 0.0495 -32.1096 -10.3016
H 2.0728 -30.4010 -10.3732
H 2.4112 -30.9593 -8.8412
H -0.7628 -29.9445 -10.4719
H 0.4600 -28.6894 -10.7251
H -0.8599 -28.4342 -9.6088
H 1.0025 -33.9357 -10.1233
H 2.3174 -33.5138 -9.2551
C -1.4016 -29.6468 -24.2299
C -1.3034 -30.9716 -23.5605
O -0.0002 -31.0897 -22.9956
C 0.3399 -30.6437 -21.7332
O -0.4313 -30.1357 -20.8322
O 1.6844 -30.7876 -21.5697
C 2.1633 -30.6297 -20.3054
H -0.8237 -29.4917 -25.1410
H -1.0864 -28.9473 -23.4557
H -2.4406 -29.3436 -24.3592
H -1.6045 -31.6345 -24.3717
H -2.0511 -31.1537 -22.7886
H 1.4271 -31.0093 -19.5969
H 2.4344 -29.6035 -20.0571
H 3.0145 -31.3102 -20.2832
C 7.0088 -38.3882 -16.2426
C 7.6063 -39.7802 -15.8826
O 7.0900 -40.8610 -16.5785
C 7.4674 -41.1959 -17.7860
O 8.2769 -40.5849 -18.4768
O 6.9316 -42.4075 -18.1075
C 7.2859 -43.2123 -19.2512
H 5.9721 -38.2698 -15.9274
H 6.9206 -38.2586 -17.3213
H 7.5683 -37.5620 -15.8040
H 7.3952 -39.9619 -14.8288
H 8.6744 -39.7412 -16.0966
H 8.3640 -43.3247 -19.1361
H 7.0853 -42.6650 -20.1722
H 6.6679 -44.1036 -19.1427
C -4.7745 -35.5955 -18.5436
C -4.2507 -34.1448 -18.3739
O -3.7307 -34.0488 -17.0659
C -3.0703 -32.9554 -16.6396
O -2.7119 -32.9181 -15.4427
O -2.8054 -32.0882 -17.5856
C -2.0591 -30.9161 -17.3380
H -5.2223 -35.5750 -19.5371
H -5.4386 -36.0410 -17.8029
H -3.9187 -36.2530 -18.6968
H -5.1265 -33.4987 -18.4337
H -3.5391 -33.9019 -19.1630
H -1.0793 -31.1974 -16.9522
H -2.5649 -30.2609 -16.6288
H -1.8481 -30.3472 -18.2435
C 7.1794 -36.3402 -21.0460
C 6.3067 -35.5585 -22.0769
O 5.4179 -34.6605 -21.4461
C 4.1365 -34.9451 -21.0356
O 3.2935 -34.0931 -20.7169
O 3.9359 -36.2983 -21.0763
C 2.5989 -36.8503 -20.7819
H 7.7832 -35.7550 -20.3524
H 7.9243 -36.9669 -21.5363
H 6.5044 -36.9247 -20.4208
H 5.8513 -36.2398 -22.7956
H 6.9120 -34.8812 -22.6792
H 2.6220 -37.9362 -20.6894
H 1.8157 -36.4666 -21.4357
H 2.2167 -36.5427 -19.8086
C -0.0093 -33.7955 -19.0902
C -0.6363 -33.9459 -20.5137
O -1.6459 -34.8727 -20.6367
C -2.0897 -35.1845 -21.8058
O -1.8556 -34.5621 -22.8583
O -2.9967 -36.2186 -21.5617
C -3.5887 -36.8087 -22.6589
H 0.4138 -34.7706 -18.8489
H -0.8475 -33.7680 -18.3938
H 0.6517 -32.9404 -18.9491
H 0.1621 -34.2975 -21.1671
H -0.9809 -32.9928 -20.9148
H -4.0136 -37.7469 -22.3021
H -2.9540 -37.0364 -23.5153
H -4.3821 -36.1361 -22.9848
C 5.3641 -26.5216 -15.4684
C 6.8407 -26.8272 -15.0173
O 7.3951 -25.5864 -14.4865
C 7.3299 -25.2129 -13.2047
O 6.6420 -25.7757 -12.3223
O 8.2001 -24.2267 -12.9852
C 8.3603 -23.6686 -11.6993
H 4.7388 -27.3602 -15.7747
H 5.3733 -25.7331 -16.2210
H 4.8155 -26.1523 -14.6019
H 7.3861 -27.1430 -15.9066
H 6.9113 -27.5987 -14.2506
H 9.2926 -23.1081 -11.6296
H 8.3245 -24.4779 -10.9700
H 7.5359 -22.9860 -11.4931
C 1.6869 -28.5388 -16.4796
C 1.0772 -29.8670 -16.0353
O 1.7348 -30.9911 -16.5151
C 1.9030 -31.9866 -15.6561
O 1.5642 -31.9461 -14.4962
O 2.6498 -33.0119 -16.2702
C 3.0563 -34.0928 -15.4520
H 1.1470 -27.6787 -16.0837
H 1.7569 -28.4981 -17.5666
H 2.6465 -28.4934 -15.9648
H 0.0474 -29.7933 -16.3849
H 0.9748 -29.8783 -14.9502
H 2.2032 -34.5598 -14.9597
H 3.7646 -33.8163 -14.6710
H 3.4353 -34.7625 -16.2240
C -1.7300 -37.5213 -16.1909
C -0.9749 -36.6994 -17.2658
O -1.3188 -37.1460 -18.5689
C -0.6110 -38.1170 -19.2429
O 0.4201 -38.5771 -18.8322
O -1.2491 -38.4324 -20.3588
C -0.5998 -39.1279 -21.4162
H -1.4809 -38.5626 -15.9862
H -2.8119 -37.3903 -16.1722
H -1.3990 -37.1720 -15.2128
H 0.1013 -36.7949 -17.1219
H -1.2613 -35.6548 -17.1429
H -1.3659 -39.2713 -22.1781
H -0.1349 -40.0541 -21.0779
H 0.1206 -38.4037 -21.7965
```

Results
* net charge: 0
* electronic energy: -6530.976634 Eh
* HOMO-LUMO gap: 0.310 Ha